ORCA calculation (wB97M-V/def2-TZVPD) on a molecular structure, C29H38F5N4PReS in a non-equilibrium geometry.

## Properties
energy: -2663.12798 a.u.
HOMO level (alpha / beta): -12.691 / -12.676 eV
largest force on an atom: 0.1187 hartree/bohr
spin multiplicity: 2
charge: +2

Geometry (Å):
Re  -0.778  0.140  0.201
C  -1.598  3.180  0.429
C  -1.531  2.772  -1.046
N  -1.526  1.332  -1.283
C  -2.874  0.824  -1.605
C  -3.330  -0.381  -0.755
N  -2.202  -1.244  -0.364
C  -2.678  -2.447  0.318
C  -2.135  -2.568  1.736
C  -0.610  -2.481  1.801
N  -0.063  -1.121  1.642
C  -0.281  -0.341  2.858
C  -0.906  1.024  2.551
N  -2.015  0.985  1.595
C  -2.515  2.339  1.322
H  -0.581  3.203  0.836
H  -1.945  4.221  0.469
H  -2.324  3.275  -1.613
H  -0.598  3.184  -1.451
H  -0.918  1.139  -2.126
H  -3.649  1.597  -1.543
H  -2.856  0.510  -2.657
H  -3.878  -0.036  0.125
H  -4.048  -0.956  -1.356
H  -1.837  -1.588  -1.364
H  -3.773  -2.511  0.348
H  -2.346  -3.321  -0.257
H  -2.608  -1.826  2.388
H  -2.438  -3.547  2.129
H  -0.254  -2.913  2.745
H  -0.187  -3.113  1.009
H  0.943  -1.290  1.467
H  -0.928  -0.858  3.579
H  0.678  -0.193  3.369
H  -1.237  1.472  3.496
H  -0.099  1.653  2.161
H  -2.794  0.403  1.868
H  -3.500  2.266  0.846
H  -2.689  2.866  2.269
C  1.931  0.242  -0.529
P  0.735  -0.844  -1.407
C  1.503  -2.490  -1.270
C  2.133  -2.892  -0.080
C  2.684  -4.169  0.055
C  2.606  -5.076  -0.997
C  1.963  -4.709  -2.176
C  1.407  -3.432  -2.305
C  1.027  -0.293  -3.116
C  2.214  -0.537  -3.820
C  2.391  -0.045  -5.117
C  1.389  0.710  -5.722
C  0.208  0.973  -5.033
C  0.029  0.473  -3.741
H  2.961  0.079  -0.863
H  1.889  0.077  0.551
H  1.683  1.294  -0.704
H  2.189  -2.223  0.775
H  3.165  -4.456  0.987
H  3.031  -6.071  -0.892
H  1.884  -5.419  -2.995
H  0.889  -3.187  -3.231
H  3.020  -1.110  -3.367
H  3.313  -0.249  -5.651
H  1.530  1.099  -6.727
H  -0.573  1.570  -5.496
H  -0.900  0.699  -3.220
F  2.964  3.897  5.817
C  2.487  3.406  4.662
C  1.403  4.013  4.048
F  0.838  5.091  4.614
C  0.903  3.509  2.850
F  -0.150  4.138  2.298
C  1.492  2.382  2.254
S  0.876  1.753  0.771
C  2.589  1.778  2.889
F  3.201  0.696  2.376
C  3.079  2.292  4.087
F  4.128  1.713  4.691
H  -1.199  -0.331  -1.405

ORCA calculation (wB97M-V/def2-TZVPD) on 2 unconnected molecules or ions with the total composition C29H38N in a non-equilibrium geometry.

## Properties
energy: -1182.34951 a.u.
HOMO level: -11.036 eV
largest force on an atom: 0.0216 hartree/bohr
spin multiplicity: 1
charge: +1

Geometry (Å):
C  -4.702  2.240  4.800
C  -3.900  1.218  4.078
C  -3.274  0.201  4.767
C  -2.496  -0.756  4.130
C  -1.898  -1.802  5.012
C  -2.323  -0.694  2.737
C  -1.507  -1.721  1.957
C  -2.153  -3.109  1.991
C  -0.013  -1.784  2.347
C  0.719  -0.498  2.241
C  2.008  -0.235  2.682
C  2.549  1.089  2.492
C  1.749  2.179  1.862
C  3.828  1.376  2.910
C  4.633  0.430  3.530
C  6.011  0.778  3.967
C  4.119  -0.843  3.738
C  2.852  -1.210  3.341
C  2.434  -2.607  3.650
C  -2.977  0.326  2.029
C  -2.891  0.436  0.543
C  -3.746  1.259  2.707
H  -5.128  2.973  4.114
H  -5.524  1.776  5.345
H  -4.082  2.777  5.517
H  -3.400  0.151  5.836
H  -1.392  -2.591  4.465
H  -1.173  -1.357  5.696
H  -2.675  -2.280  5.614
H  -1.507  -1.402  0.903
H  -3.180  -3.069  1.628
H  -1.599  -3.817  1.374
H  -2.186  -3.523  2.998
H  0.070  -2.155  3.367
H  0.477  -2.522  1.700
H  0.182  0.301  1.765
H  2.300  3.121  1.854
H  1.500  1.938  0.828
H  0.823  2.349  2.412
H  4.223  2.366  2.763
H  6.507  -0.072  4.440
H  6.620  1.088  3.117
H  5.993  1.596  4.689
H  4.743  -1.567  4.232
H  3.262  -3.193  4.055
H  1.647  -2.623  4.405
H  2.098  -3.128  2.755
H  -3.466  1.289  0.176
H  -1.859  0.579  0.218
H  -3.293  -0.457  0.062
H  -4.240  2.035  2.151
C  0.171  1.861  -6.284
C  1.458  1.712  -5.812
C  1.701  0.949  -4.689
C  0.659  0.317  -4.027
C  0.926  -0.484  -2.791
N  0.940  0.337  -1.593
C  -0.632  0.480  -4.503
C  -0.874  1.243  -5.626
H  -0.019  2.457  -7.162
H  2.277  2.195  -6.321
H  2.705  0.839  -4.316
H  0.180  -1.283  -2.703
H  1.895  -0.985  -2.891
H  0.068  0.841  -1.499
H  1.069  -0.212  -0.751
H  -1.449  0.003  -3.987
H  -1.882  1.360  -5.991

ORCA calculation (wB97M-V/def2-TZVPD) on a molecular structure, C29H38N4O8W.

## Properties
energy: -2015.88740 a.u.
HOMO level (alpha / beta): -6.583 / -8.426 eV
largest force on an atom: 0.0111 hartree/bohr
spin multiplicity: 3
relative energy (zero: lowest compared OMol25 entry of this formula, charge and spin): 16.4 kcal per mole

Geometry (Å):
W  -0.063  0.158  -0.746
C  -1.878  -1.105  -0.040
C  -0.840  -1.486  0.873
C  0.168  -2.157  0.094
C  -0.290  -2.149  -1.254
C  -1.571  -1.562  -1.349
C  -2.520  -1.685  -2.529
C  -3.360  -0.434  -2.781
C  -3.464  -2.841  -2.147
C  -1.768  -2.063  -3.807
C  1.426  -2.972  0.418
C  0.934  -4.424  0.583
C  2.201  -2.580  1.674
C  2.412  -2.958  -0.766
C  -1.034  -1.341  2.388
C  -1.147  -2.772  2.942
C  0.058  -0.571  3.150
C  -2.362  -0.633  2.695
H  -2.771  -0.574  0.237
H  0.270  -2.526  -2.090
H  -3.845  -0.080  -1.869
H  -4.142  -0.678  -3.502
H  -2.754  0.373  -3.186
H  -4.064  -2.584  -1.271
H  -2.902  -3.751  -1.925
H  -4.142  -3.050  -2.976
H  -1.018  -1.318  -4.067
H  -2.479  -2.139  -4.631
H  -1.278  -3.035  -3.709
H  0.275  -4.540  1.443
H  1.796  -5.079  0.722
H  0.396  -4.758  -0.307
H  1.604  -2.667  2.579
H  2.603  -1.570  1.601
H  3.043  -3.267  1.778
H  2.028  -3.504  -1.628
H  3.329  -3.462  -0.458
H  2.669  -1.945  -1.069
H  -0.190  -3.291  2.943
H  -1.860  -3.364  2.363
H  -1.502  -2.728  3.973
H  1.044  -0.647  2.707
H  0.114  -0.953  4.171
H  -0.199  0.483  3.211
H  -3.223  -1.217  2.362
H  -2.406  0.355  2.238
H  -2.444  -0.515  3.777
O  1.842  0.022  -0.154
N  2.314  0.873  0.790
N  1.288  1.558  1.311
O  0.008  1.304  0.876
C  1.440  2.494  2.317
C  2.707  2.725  2.869
C  2.849  3.690  3.849
C  1.758  4.432  4.289
C  0.509  4.195  3.734
C  0.334  3.236  2.749
H  3.552  2.144  2.528
H  3.828  3.863  4.277
H  1.881  5.182  5.058
H  -0.351  4.759  4.072
H  -0.644  3.038  2.331
O  2.021  5.240  -4.636
C  2.366  3.964  -4.317
O  3.140  3.354  -4.984
C  1.776  3.462  -3.048
C  1.665  4.151  -1.860
N  1.166  3.303  -0.949
N  0.959  2.106  -1.480
C  1.309  2.167  -2.746
C  0.983  0.927  -3.507
O  1.142  0.797  -4.691
O  0.460  0.017  -2.711
H  1.260  5.522  -4.115
H  1.946  5.157  -1.591
H  1.008  3.450  0.040
O  -2.813  1.842  0.345
C  -2.369  2.132  -0.742
O  -1.511  1.445  -1.449
H  -2.670  3.054  -1.267

ORCA calculation (wB97M-V/def2-TZVPD) on 8 unconnected molecules or ions with the total composition C29H38N7O in a non-equilibrium geometry.

## Properties
energy: -1585.99643 a.u.
HOMO level: -5.173 eV
largest force on an atom: 0.3462 hartree/bohr
spin multiplicity: 1
charge: -1
relative energy (zero: lowest compared OMol25 entry of this formula, charge and spin): 135.1 kcal per mole

Geometry (Å):
C  -0.182  0.516  -0.178
O  1.203  0.680  -0.108
H  -0.704  1.283  -0.547
H  -0.603  0.182  0.822
H  -0.169  -0.294  -1.004
N  -0.653  -0.994  3.596
C  -0.341  -1.605  4.759
C  -1.461  -2.449  5.040
C  -2.296  -2.362  3.818
C  -1.767  -1.512  2.899
H  -0.090  -0.213  3.195
H  0.527  -1.280  5.426
H  -1.632  -2.996  5.956
H  -3.262  -2.883  3.852
H  -1.834  -1.189  1.857
N  1.262  3.113  -1.675
C  1.733  4.411  -1.365
C  1.709  4.997  -2.556
C  1.133  4.122  -3.586
C  0.798  2.949  -2.977
H  1.299  2.288  -0.873
H  2.324  4.846  -0.468
H  2.026  5.919  -2.701
H  1.076  4.531  -4.562
H  0.517  1.934  -3.243
N  -1.702  -2.079  -4.625
C  -2.889  -1.544  -5.227
C  -3.017  -0.327  -4.620
C  -1.917  -0.157  -3.617
C  -1.106  -1.328  -3.638
H  -1.179  -2.839  -4.956
H  -3.656  -2.029  -5.976
H  -3.791  0.329  -4.986
H  -1.759  0.525  -2.816
H  -0.219  -1.747  -3.225
N  1.209  -2.310  -0.139
C  0.988  -3.006  0.976
C  1.550  -4.255  0.789
C  1.874  -4.370  -0.712
C  1.609  -3.052  -1.136
H  1.084  -1.231  -0.247
H  0.659  -2.528  1.846
H  1.651  -5.065  1.447
H  2.230  -5.181  -1.235
H  1.672  -2.562  -2.094
N  -6.090  -0.225  0.956
C  -4.832  -0.721  0.497
C  -4.305  0.309  -0.166
C  -5.123  1.522  0.173
C  -6.215  1.103  0.884
H  -6.611  -0.804  1.171
H  -4.695  -1.768  0.511
H  -3.351  0.332  -0.810
H  -4.983  2.651  -0.160
H  -7.245  1.700  1.011
N  3.638  0.542  -0.665
C  4.380  1.447  -1.478
C  5.598  0.837  -1.626
C  5.672  -0.470  -0.805
C  4.391  -0.547  -0.341
H  2.470  0.671  -0.528
H  3.897  2.155  -1.860
H  6.314  1.210  -2.337
H  6.602  -1.168  -0.692
H  3.971  -1.304  0.143
N  1.097  1.103  2.430
C  0.205  1.845  3.225
C  0.820  2.089  4.461
C  2.166  1.194  4.382
C  2.243  0.678  3.126
H  0.858  0.631  1.434
H  -0.879  2.222  2.993
H  0.225  2.532  5.061
H  2.942  0.900  5.155
H  2.938  0.096  2.670